The following is a quantum chemistry calculation of a cluster of 2 separate species, C5H7FO in total in a non-equilibrium geometry, from the Open Molecules 2025 dataset.

For the calculated total energy, the calculation gives -10056.6157 eV. The HOMO energy (spin up / spin down) comes out at -7.9 / -7.9 eV. The energy above the lowest of the compared OMol25 structures with the same formula, charge and spin is 141.3 kcal per mole. For the HOMO-LUMO gap (spin up / spin down), the calculation gives 0.313 / 0.313 hartree.

Geometry as XYZ:
```
14
Properties=species:S:1:pos:R:3:forces:R:3
C 0.6551 -2.0946 0.2879 -1.254 -4.032 0.589
C -2.0407 0.9846 -0.4038 -1.266 -1.810 0.843
C 0.7010 -0.9231 -0.1165 -4.447 4.672 0.231
C -1.7524 -0.2658 -0.0143 3.896 0.195 -0.995
C 1.6239 1.2178 0.1018 1.894 2.773 2.409
O 1.3376 0.0557 -0.5850 1.443 0.039 -1.807
F -2.5102 -1.3495 0.1951 -0.253 0.880 0.237
H 1.3776 -2.8235 0.1102 1.756 -0.959 0.187
H -0.3238 -2.4957 0.4974 -0.070 -0.028 0.260
H -3.1349 1.2762 -0.3732 1.507 0.285 -0.496
H -1.1367 1.5487 -0.6830 -1.104 0.203 0.265
H 1.8422 2.0524 -0.5872 -0.136 -0.831 -0.183
H 2.5382 1.2264 0.8358 -1.385 -0.879 -1.477
H 0.8232 1.5904 0.7348 -0.579 -0.508 -0.064
```
Forces are in eV/Å.

Results of the Mulliken charge analysis, in e, for atoms 1 through 6: -0.671, -0.562, 0.405, 0.067, -0.672, -0.284

The following is a quantum chemistry calculation of the molecule C5H7FO2 in a non-equilibrium geometry, from the Open Molecules 2025 dataset.

Its SMILES is CC(=O)/C(F)=C(/C)O. For the calculated total energy, the calculation gives -12109.6915 eV. The HOMO energy comes out at -8.8 eV. The energy above the lowest of the compared OMol25 structures with the same formula, charge and spin is 6.6 kcal per mole. For the HOMO-LUMO gap, the calculation gives 0.343 hartree.

Geometry as XYZ:
```
15
Properties=species:S:1:pos:R:3:forces:R:3
C 2.4979 0.4847 -0.1853 0.697 0.749 -0.547
C 1.3250 -0.4404 0.1047 -1.808 2.635 -0.093
O 1.3320 -1.6596 0.2443 0.827 0.311 -0.345
C 0.0321 0.3508 0.1886 0.864 -1.597 -0.149
F 0.1807 1.6669 0.0824 -0.318 1.146 -0.467
C -1.1769 -0.2768 0.2014 -0.331 0.685 0.438
C -2.5869 0.1556 -0.1546 0.359 2.414 1.263
O -1.1069 -1.5473 0.5803 -0.464 -0.249 -1.112
H 2.3510 1.3871 -0.8887 -0.519 -1.432 1.434
H 2.9006 0.8444 0.7839 -0.326 -0.015 -0.495
H 3.2965 -0.0416 -0.6705 0.444 -0.724 -0.008
H -3.1939 0.4173 0.7543 0.658 -0.592 -0.520
H -2.6970 1.0984 -0.7650 0.560 -1.238 0.285
H -3.0009 -0.7088 -0.6031 -0.703 -0.617 -0.661
H -0.1533 -1.7306 0.3273 0.060 -1.475 0.974
```
Forces are in eV/Å.

Results of the Mulliken charge analysis, in e, for atoms 1 through 6: -1.153, 0.753, -0.641, 0.154, -0.312, 0.504